# 1
The following is a quantum chemistry calculation of a cluster of 7 separate species, C51H61F6N2OP3 in total, from the Open Molecules 2025 dataset.

Positions of all 124 atoms, in Å:
C (3.4323, 3.9714, -0.7791)
C (2.5420, 5.1415, -1.5300)
C (1.6184, 4.5362, -2.7849)
C (2.2898, 3.2268, -3.5103)
C (1.4010, 2.7576, -4.8149)
C (-0.0330, 2.0558, -4.3751)
C (0.2356, 0.6022, -3.6309)
C (-0.6601, 0.5871, -2.2596)
P (-0.0090, -0.5388, -0.8653)
C (1.6638, -0.1104, -0.0739)
C (2.9113, -1.1022, -0.4289)
C (3.2563, -2.5519, 0.2516)
C (4.6041, -3.4233, -0.2121)
C (5.6808, -2.8677, -1.3510)
C (5.3338, -1.4070, -2.0282)
C (3.9875, -0.5536, -1.5800)
P (0.7977, -2.0399, -2.2111)
N (-0.4249, -2.5498, -3.1973)
P (-0.9539, 0.8329, 0.5818)
N (0.0530, 2.2894, 0.8002)
O (-2.5205, 1.3604, -0.0679)
H (3.9382, 4.3282, 0.2135)
H (4.2816, 3.6339, -1.5393)
H (2.7235, 3.0247, -0.6367)
H (3.1791, 6.0331, -1.9418)
H (1.8010, 5.5921, -0.7143)
H (1.4272, 5.3868, -3.5982)
H (0.5569, 4.3135, -2.2902)
H (2.3204, 2.3378, -2.7483)
H (3.4017, 3.4791, -3.8515)
H (1.2773, 3.6686, -5.5459)
H (2.0102, 1.9346, -5.3970)
H (-0.7049, 2.7904, -3.7227)
H (-0.6688, 1.8592, -5.3609)
H (-0.1234, -0.2234, -4.4127)
H (1.3923, 0.5055, -3.4756)
H (-1.8152, 0.3879, -2.4816)
H (-0.6300, 1.7019, -1.8335)
H (-0.9275, -1.5643, -0.3582)
H (1.5395, 0.0183, 1.1064)
H (1.9660, 0.9766, -0.4629)
H (2.5351, -2.9711, 1.0716)
H (4.8751, -4.4796, 0.2598)
H (6.6536, -3.4380, -1.6815)
H (6.0547, -0.9171, -2.8258)
H (3.7944, 0.4994, -2.0694)
H (1.8676, -1.5846, -3.0669)
H (1.1894, -3.2528, -1.4790)
H (-1.3016, -2.0239, -2.9909)
H (0.3992, 2.3963, 1.7795)
H (-0.4204, 3.1633, 0.4740)
H (-2.3304, 2.3204, -0.3454)
F (-2.3859, -2.2472, 0.2585)
C (-2.7435, -3.4886, 0.6130)
C (-1.8272, -4.5270, 0.4869)
C (-2.1974, -5.8188, 0.8607)
C (-3.4849, -6.0599, 1.3467)
C (-4.3991, -5.0119, 1.4647)
C (-4.0249, -3.7185, 1.1014)
H (-0.8344, -4.3222, 0.0996)
H (-1.4859, -6.6361, 0.7733)
H (-3.7747, -7.0684, 1.6339)
H (-5.4018, -5.2027, 1.8394)
H (-4.7199, -2.8907, 1.1951)
F (2.7268, 6.9295, -4.8642)
C (3.2329, 8.1477, -4.6309)
C (2.5151, 9.2730, -5.0207)
C (3.0393, 10.5417, -4.7734)
C (4.2820, 10.6708, -4.1482)
C (4.9972, 9.5351, -3.7653)
C (4.4676, 8.2669, -4.0026)
H (1.5553, 9.1531, -5.5126)
H (2.4823, 11.4279, -5.0673)
H (4.6926, 11.6604, -3.9596)
H (5.9661, 9.6380, -3.2826)
H (5.0060, 7.3737, -3.7035)
F (1.9221, 0.9327, 2.7012)
C (2.3038, 0.1357, 3.7080)
C (1.7912, 0.3504, 4.9827)
C (2.1844, -0.4825, 6.0302)
C (3.0952, -1.5150, 5.7933)
C (3.6079, -1.7192, 4.5114)
C (3.2060, -0.8933, 3.4619)
H (1.0911, 1.1625, 5.1495)
H (1.7834, -0.3278, 7.0288)
H (3.4050, -2.1615, 6.6115)
H (4.3198, -2.5209, 4.3302)
H (3.5877, -1.0435, 2.4575)
F (-1.9171, -7.7376, 3.1454)
C (-0.6531, -7.6892, 3.5863)
C (-0.0847, -8.8213, 4.1598)
C (1.2331, -8.7729, 4.6144)
C (1.9650, -7.5884, 4.5001)
C (1.3839, -6.4559, 3.9275)
C (0.0699, -6.5080, 3.4630)
H (-0.6712, -9.7300, 4.2478)
H (1.6893, -9.6548, 5.0572)
H (2.9913, -7.5497, 4.8588)
H (1.9541, -5.5339, 3.8433)
H (-0.3943, -5.6397, 3.0072)
F (-10.1380, -2.3241, -2.8472)
C (-8.8739, -2.2757, -2.4063)
C (-8.3055, -3.4078, -1.8328)
C (-6.9877, -3.3594, -1.3782)
C (-6.2559, -2.1748, -1.4925)
C (-6.8369, -1.0424, -2.0651)
C (-8.1509, -1.0944, -2.5296)
H (-8.8920, -4.3165, -1.7448)
H (-6.5316, -4.2413, -0.9354)
H (-5.2295, -2.1362, -1.1338)
H (-6.2667, -0.1204, -2.1492)
H (-8.6152, -0.2262, -2.9854)
F (-1.6907, 1.3366, 6.4185)
C (-2.5855, 1.5312, 5.4407)
C (-3.8066, 2.1258, 5.7390)
C (-4.7365, 2.3332, 4.7203)
C (-4.4388, 1.9334, 3.4152)
C (-3.2124, 1.3329, 3.1267)
C (-2.2785, 1.1358, 4.1435)
H (-4.0236, 2.4222, 6.7600)
H (-5.6910, 2.8043, 4.9417)
H (-5.1662, 2.0914, 2.6217)
H (-2.9846, 1.0188, 2.1109)
H (-1.3168, 0.6786, 3.9353)

DFT total energy, eV: -103059.8293
Net charge: 0
SMILES: CCCCCCCC[PH](Cc1ccccc1)([PH2]=N)P(N)O.Fc1ccccc1.Fc1ccccc1.Fc1ccccc1.Fc1ccccc1.Fc1ccccc1.Fc1ccccc1



# 2
The following is a quantum chemistry calculation of a structure of composition C51H66BBrF6N7P3Rb, from the Open Molecules 2025 dataset.

Positions of all 136 atoms, in Å:
Rb (-0.9181, -0.1930, -0.5147)
C (0.1839, -5.0061, -0.1639)
C (1.0686, -4.7964, -1.4065)
C (2.1621, -5.8705, -1.4014)
C (0.1722, -4.9768, -2.6367)
P (1.6037, -2.9852, -1.2901)
C (2.9784, -3.1596, -0.0413)
N (3.2766, -1.9241, 0.6440)
B (2.2990, -0.8596, 1.0246)
N (3.2431, 0.0875, 1.6996)
C (2.9669, 1.3716, 2.3067)
P (1.1539, 1.7718, 2.4307)
C (1.2897, 3.6654, 2.4910)
C (2.4053, 4.3049, 3.3208)
C (-0.0716, 4.2440, 2.9021)
C (1.5197, 4.0666, 1.0263)
C (0.7650, 1.1204, 4.1797)
C (1.2914, -0.3202, 4.2364)
C (1.3475, 1.8606, 5.3835)
C (-0.7618, 1.0622, 4.3104)
C (4.5374, -0.3735, 1.6990)
C (5.7087, 0.1829, 2.1922)
C (6.9032, -0.5374, 2.0667)
C (6.9206, -1.7816, 1.4611)
C (5.7471, -2.3516, 0.9513)
C (4.5571, -1.6446, 1.0581)
C (2.5932, -2.5302, -2.8345)
C (1.5851, -2.0473, -3.8842)
C (3.4588, -1.3296, -2.4322)
C (3.5070, -3.5902, -3.4450)
H (-0.1905, -6.0366, -0.1516)
H (0.7508, -4.8433, 0.7597)
H (-0.6734, -4.3312, -0.1664)
H (1.6897, -6.8618, -1.3767)
H (2.7946, -5.8314, -2.2864)
H (2.8075, -5.7961, -0.5218)
H (-0.3353, -5.9472, -2.5780)
H (-0.6057, -4.2091, -2.6755)
H (0.7418, -4.9551, -3.5675)
H (2.6923, -3.9424, 0.6708)
H (3.8752, -3.5323, -0.5487)
H (3.4430, 1.4326, 3.2956)
H (3.4296, 2.1778, 1.7164)
H (2.2493, 4.2053, 4.3886)
H (3.3858, 3.8804, 3.0812)
H (2.4503, 5.3792, 3.0939)
H (-0.2852, 4.0953, 3.9636)
H (-0.0798, 5.3246, 2.7099)
H (-0.8749, 3.7985, 2.3092)
H (2.5193, 3.7808, 0.6826)
H (0.7746, 3.6062, 0.3754)
H (1.4355, 5.1569, 0.9297)
H (2.3837, -0.3502, 4.2784)
H (0.8999, -0.8114, 5.1376)
H (0.9897, -0.8863, 3.3551)
H (2.4323, 1.9685, 5.3047)
H (0.9092, 2.8493, 5.5152)
H (1.1387, 1.2839, 6.2952)
H (-1.1991, 0.5091, 3.4771)
H (-1.0354, 0.5554, 5.2461)
H (-1.2150, 2.0539, 4.3195)
H (5.6999, 1.1562, 2.6684)
H (7.8236, -0.1137, 2.4552)
H (7.8545, -2.3287, 1.3802)
H (5.7731, -3.3308, 0.4881)
H (0.9802, -1.2305, -3.4883)
H (2.1262, -1.6806, -4.7669)
H (0.9039, -2.8389, -4.2081)
H (2.8663, -0.5816, -1.9097)
H (4.2905, -1.6153, -1.7820)
H (3.8765, -0.8726, -3.3395)
H (2.9451, -4.4216, -3.8712)
H (4.0977, -3.1406, -4.2545)
H (4.2118, -3.9909, -2.7105)
C (0.4529, -4.2072, 3.4064)
C (-0.7636, -3.3523, 3.1991)
C (-1.9245, -3.5111, 3.9468)
C (-3.0182, -2.6897, 3.7206)
C (-2.8825, -1.7189, 2.7401)
Br (-4.3231, -0.5216, 2.4222)
N (-1.7976, -1.5390, 2.0299)
C (-0.7604, -2.3481, 2.2413)
H (0.4810, -4.6165, 4.4183)
H (1.3632, -3.6264, 3.2426)
H (0.4692, -5.0483, 2.7054)
H (-1.9736, -4.2786, 4.7141)
H (-3.9377, -2.7850, 4.2804)
H (0.1275, -2.1329, 1.6333)
N (-0.4742, 2.1044, -5.0924)
C (-1.5917, 1.3830, -5.4657)
C (-1.8796, 0.5822, -4.4038)
N (-0.9772, 0.7941, -3.3953)
C (-0.1436, 1.6981, -3.8309)
C (0.9989, 2.1475, -3.0626)
N (1.4377, 1.5210, -2.0030)
C (2.5515, 2.2023, -1.5931)
C (2.7808, 3.2694, -2.4041)
N (1.7807, 3.2295, -3.3558)
H (0.0340, 2.7405, -5.6713)
H (-2.0669, 1.5198, -6.4240)
H (-2.6816, -0.1344, -4.2841)
H (3.1087, 1.8696, -0.7266)
H (3.5240, 4.0515, -2.3862)
H (1.5798, 3.9513, -4.0200)
C (-1.6592, 2.7168, -0.0985)
C (-2.1876, 3.8416, -0.2316)
C (-2.7699, 5.0956, -0.3615)
C (-4.1462, 5.3019, 0.0840)
C (-4.6945, 4.4481, 1.0603)
C (-6.0013, 4.5940, 1.4857)
C (-6.8155, 5.5869, 0.9494)
C (-6.3009, 6.4212, -0.0337)
C (-4.9903, 6.2818, -0.4627)
C (-1.9593, 6.1710, -0.9271)
C (-0.8224, 5.8464, -1.6981)
C (0.0015, 6.8271, -2.2146)
C (-0.2639, 8.1745, -1.9851)
C (-1.3655, 8.5145, -1.2101)
C (-2.1970, 7.5363, -0.6879)
H (-4.0655, 3.6610, 1.4581)
H (-6.3921, 3.9201, 2.2401)
H (-7.8411, 5.6952, 1.2827)
H (-6.9290, 7.1810, -0.4848)
H (-4.6243, 6.9186, -1.2577)
H (-0.6028, 4.7961, -1.8565)
H (0.8712, 6.5364, -2.7949)
H (0.3879, 8.9419, -2.3849)
H (-1.5762, 9.5561, -0.9941)
H (-3.0250, 7.8336, -0.0578)
F (-1.8376, -2.5304, -1.2888)
P (-3.4171, -2.9090, -1.5054)
F (-3.4863, -3.4848, 0.0025)
F (-3.8022, -1.4355, -0.9644)
F (-2.9836, -4.3720, -2.0411)
F (-3.3203, -2.3327, -3.0241)
F (-4.9717, -3.2593, -1.7327)

2S+1: 2
Energy relative to the best compared isomer or geometry (same formula, charge and spin), kcal/mol: 0.0
Net charge: -2
<S²>: 0.780



# 3
The following is a quantum chemistry calculation of a cluster of 2 separate species, C51H66N5O2 in total, from the Open Molecules 2025 dataset.

Positions of all 124 atoms, in Å:
C (-0.5395, -2.0128, -3.8998)
C (0.9706, -2.1820, -3.9635)
C (1.4413, -2.2636, -5.4172)
C (1.4229, -3.3943, -3.1566)
C (1.0965, -4.6717, -3.6208)
C (1.6099, -5.8024, -2.9941)
C (2.5032, -5.6692, -1.9304)
C (2.8384, -4.4073, -1.4456)
C (3.8189, -4.2663, -0.2908)
C (4.8898, -5.3582, -0.2713)
C (3.0832, -4.2272, 1.0430)
C (2.2229, -3.2671, -2.0088)
N (2.6126, -1.9566, -1.5494)
N (3.8865, -1.5645, -1.8063)
N (3.9211, -0.2621, -1.4523)
C (5.0020, 0.6110, -1.8588)
C (4.8059, 1.5398, -2.8978)
C (3.5403, 1.5607, -3.7618)
C (3.8602, 1.2866, -5.2319)
C (2.8014, 2.8877, -3.6515)
C (5.8296, 2.4481, -3.1797)
C (7.0198, 2.4085, -2.4565)
C (7.2190, 1.4524, -1.4624)
C (6.2133, 0.5290, -1.1689)
C (6.4343, -0.5260, -0.0858)
C (6.5675, 0.1232, 1.2872)
C (7.6522, -1.3962, -0.3865)
C (2.7694, 0.1119, -0.8124)
C (2.6880, 1.4019, -0.1430)
C (1.8505, -0.9098, -0.9576)
C (0.5040, -0.9104, -0.6250)
H (-0.8611, -1.8897, -2.8611)
H (-0.8402, -1.1293, -4.4736)
H (-1.0384, -2.8920, -4.3250)
H (1.4361, -1.3041, -3.5052)
H (2.5340, -2.3325, -5.4727)
H (1.0115, -3.1422, -5.9131)
H (1.1257, -1.3712, -5.9691)
H (0.4411, -4.7672, -4.4917)
H (1.3118, -6.7955, -3.3313)
H (2.9348, -6.5637, -1.4707)
H (4.3280, -3.3060, -0.4436)
H (5.3822, -5.4465, -1.2459)
H (5.6534, -5.1149, 0.4768)
H (4.4495, -6.3261, -0.0019)
H (2.3097, -3.4517, 1.0438)
H (2.5958, -5.1938, 1.2245)
H (3.7878, -4.0314, 1.8581)
H (2.8870, 0.7586, -3.3936)
H (4.3628, 0.3213, -5.3570)
H (2.9383, 1.2765, -5.8237)
H (4.5120, 2.0751, -5.6290)
H (2.5820, 3.1432, -2.6091)
H (3.4153, 3.6932, -4.0746)
H (1.8561, 2.8476, -4.2060)
H (5.6837, 3.1819, -3.9807)
H (7.8068, 3.1295, -2.6749)
H (8.1570, 1.4087, -0.8979)
H (5.5487, -1.1734, -0.0968)
H (5.7010, 0.7554, 1.5135)
H (6.6604, -0.6431, 2.0643)
H (7.4663, 0.7521, 1.3119)
H (7.5350, -1.9074, -1.3485)
H (8.5594, -0.7815, -0.4205)
H (7.7735, -2.1516, 0.3968)
H (1.7967, 1.4047, 0.4972)
H (3.5651, 1.6123, 0.4968)
H (2.5988, 2.2266, -0.8663)
H (0.1386, -0.0257, -0.1281)
H (-0.0682, -1.8121, -0.7702)
C (-2.6568, 3.1894, -5.3984)
O (-1.5530, 3.1548, -4.4744)
C (-1.8359, 2.9736, -3.1584)
C (-0.7296, 2.9403, -2.2749)
C (-0.8880, 2.4377, -1.0042)
C (-2.1661, 2.0440, -0.5138)
C (-2.3312, 1.5680, 0.8315)
C (-3.5320, 1.7733, 1.5247)
C (-3.7429, 1.6454, 2.8969)
N (-4.9616, 1.7156, 3.4722)
C (-5.1333, 1.5888, 4.9260)
C (-4.4645, 0.3240, 5.4645)
C (-4.6721, 0.0849, 6.9446)
C (-5.2713, -1.1020, 7.3755)
C (-5.6128, -1.2606, 8.7179)
C (-5.2822, -0.2617, 9.6406)
C (-4.5800, 0.8760, 9.2267)
C (-4.2637, 1.0445, 7.8757)
C (-6.6540, 1.5822, 5.0845)
O (-7.2938, 1.5283, 6.1323)
N (-7.1897, 1.6412, 3.8264)
C (-8.6205, 1.6076, 3.6228)
C (-6.2354, 1.7667, 2.7291)
C (-6.4554, 3.1115, 2.0135)
C (-6.4004, 0.5820, 1.7647)
C (-3.2806, 2.1948, -1.3878)
C (-3.1347, 2.6758, -2.6779)
H (-2.1844, 3.3910, -6.3570)
H (-3.1897, 2.2293, -5.4326)
H (-3.3610, 3.9920, -5.1417)
H (0.2436, 3.2555, -2.6434)
H (-0.0278, 2.3716, -0.3356)
H (-1.4826, 1.1242, 1.3611)
H (-4.3886, 2.1215, 0.9451)
H (-2.9022, 1.5664, 3.5918)
H (-4.7400, 2.4803, 5.4506)
H (-4.8587, -0.5341, 4.8928)
H (-3.3871, 0.4053, 5.2511)
H (-5.4853, -1.8777, 6.6376)
H (-6.1327, -2.1644, 9.0363)
H (-5.5789, -0.3669, 10.6827)
H (-4.2760, 1.6371, 9.9472)
H (-3.7086, 1.9199, 7.5283)
H (-9.1063, 1.4561, 4.5919)
H (-8.9825, 2.5480, 3.1821)
H (-8.9020, 0.7853, 2.9497)
H (-6.5723, 3.9049, 2.7634)
H (-5.6217, 3.3815, 1.3629)
H (-7.3629, 3.0614, 1.3980)
H (-6.3918, -0.3585, 2.3337)
H (-7.3548, 0.6755, 1.2319)
H (-5.5961, 0.5492, 1.0267)
H (-4.2809, 1.9156, -1.0453)
H (-4.0009, 2.7568, -3.3353)

DFT total energy, eV: -65495.7740
Net charge: +1



Number 1: F_max 0.1028 Eh/bohr. Number 2: F_max 0.0136 Eh/bohr. Number 3: F_max 0.0508 Eh/bohr.